C19H52NO12PS4 | ωB97M-V/def2-TZVPD

Last columns: bonded neighbours and bond lengths (Å).
Geometry (Å):
1 C -4.3558 2.7726 -6.3306  C2 1.534, H10 1.090, H11 1.089, H12 1.093
2 C -4.4587 2.4230 -4.8407  C1 1.534, C3 1.527, H13 1.089, H14 1.092
3 C -3.5270 1.2793 -4.4448  C2 1.527, N4 1.459, H15 1.099, H16 1.098
4 N -3.8526 0.6887 -3.1516  C3 1.459, P5 1.797, H17 1.017
5 P -3.5159 -1.0736 -3.0583  N4 1.797, C6 1.896, H18 1.422, H19 1.413, H20 1.410
6 C -3.2537 -2.9485 -2.9625  P5 1.896, C7 1.535, H21 1.094, H22 1.093
7 C -2.5442 -3.4943 -4.2090  C6 1.535, C8 1.530, C9 1.526, H23 1.100
8 C -1.1164 -3.9476 -3.8954  C7 1.530, H24 1.093, H25 1.092, H26 1.090
9 C -3.3432 -4.6024 -4.8896  C7 1.526, H27 1.091, H28 1.092, H29 1.091
10 H -4.4030 3.8476 -6.5025  C1 1.090
11 H -5.1552 2.3079 -6.9065  C1 1.089
12 H -3.4104 2.4196 -6.7493  C1 1.093
13 H -5.4693 2.1210 -4.5701  C2 1.089
14 H -4.2114 3.3069 -4.2495  C2 1.092
15 H -3.6072 0.5024 -5.2184  C3 1.099
16 H -2.4847 1.6239 -4.4802  C3 1.098
17 H -3.3022 1.1345 -2.4217  N4 1.017
18 H -2.1735 -0.9137 -3.4987  P5 1.422
19 H -4.5594 -1.2636 -3.9922  P5 1.413
20 H -3.8005 -0.9945 -1.6799  P5 1.410
21 H -4.2505 -3.3917 -2.8772  C6 1.094
22 H -2.6950 -3.1828 -2.0530  C6 1.093
23 H -2.4617 -2.6724 -4.9360  C7 1.100
24 H -1.0872 -4.5268 -2.9693  C8 1.093
25 H -0.4516 -3.0920 -3.7629  C8 1.092
26 H -0.7108 -4.5728 -4.6914  C8 1.090
27 H -2.8143 -4.9881 -5.7624  C9 1.091
28 H -3.5254 -5.4321 -4.2038  C9 1.092
29 H -4.3083 -4.2258 -5.2317  C9 1.091
30 C 1.0011 -3.3415 0.1826  C31 1.512, H37 1.089, H38 1.090, H39 1.090
31 C -0.4981 -3.2519 0.3558  C30 1.512, O32 1.456, H40 1.090, H41 1.087
32 O -0.8801 -2.2927 1.3830  C31 1.456, S33 1.579
33 S -0.8629 -0.7613 0.9968  O32 1.579, C34 1.756, O35 1.432, O36 1.432
34 C -1.7483 -0.1599 2.3889  S33 1.756, H42 1.086, H43 1.088, H44 1.087
35 O -1.6228 -0.5703 -0.2014  S33 1.432
36 O 0.4809 -0.2681 1.0410  S33 1.432
37 H 1.4108 -2.4246 -0.2379  C30 1.089
38 H 1.2317 -4.1649 -0.4941  C30 1.090
39 H 1.4866 -3.5308 1.1403  C30 1.090
40 H -1.0049 -2.9836 -0.5712  C31 1.090
41 H -0.9145 -4.1896 0.7158  C31 1.087
42 H -2.7551 -0.5667 2.3647  C34 1.086
43 H -1.7662 0.9241 2.2992  C34 1.088
44 H -1.2172 -0.4594 3.2887  C34 1.087
45 C 1.8422 -1.4906 7.5885  C46 1.513, H52 1.089, H53 1.091, H54 1.090
46 C 1.1272 -1.6810 6.2691  C45 1.513, O47 1.451, H55 1.090, H56 1.088
47 O 1.7012 -0.8804 5.2033  C46 1.451, S48 1.590
48 S 3.0515 -1.4114 4.5523  O47 1.590, C49 1.751, O50 1.433, O51 1.432
49 C 3.0251 -0.4275 3.1045  S48 1.751, H57 1.086, H58 1.088, H59 1.087
50 O 2.8811 -2.7952 4.2232  S48 1.433
51 O 4.1553 -1.0262 5.3793  S48 1.432
52 H 2.8532 -1.8930 7.5566  C45 1.089
53 H 1.2880 -2.0068 8.3732  C45 1.091
54 H 1.9040 -0.4325 7.8413  C45 1.090
55 H 1.1230 -2.7246 5.9537  C46 1.090
56 H 0.0967 -1.3363 6.3255  C46 1.088
57 H 2.1525 -0.6980 2.5173  C49 1.086
58 H 3.9429 -0.6468 2.5628  C49 1.088
59 H 2.9943 0.6198 3.3922  C49 1.087
60 C 6.1079 -3.5340 6.1500  C61 1.509, H67 1.089, H68 1.088, H69 1.091
61 C 6.8740 -2.3389 6.6630  C60 1.509, O62 1.458, H70 1.089, H71 1.088
62 O 8.2668 -2.6503 6.9596  C61 1.458, S63 1.581
63 S 9.2644 -2.7527 5.7370  O62 1.581, C64 1.758, O65 1.432, O66 1.430
64 C 10.7607 -2.6163 6.6502  S63 1.758, H72 1.086, H73 1.088, H74 1.086
65 O 9.0966 -1.6045 4.8979  S63 1.432
66 O 9.1902 -4.0548 5.1506  S63 1.430
67 H 6.4562 -3.8388 5.1640  C60 1.089
68 H 5.0563 -3.2671 6.0736  C60 1.088
69 H 6.2170 -4.3863 6.8216  C60 1.091
70 H 6.8429 -1.5069 5.9616  C61 1.089
71 H 6.4803 -1.9907 7.6153  C61 1.088
72 H 10.7976 -1.6365 7.1171  C64 1.086
73 H 11.5707 -2.7345 5.9341  C64 1.088
74 H 10.7879 -3.4111 7.3904  C64 1.086
75 C -5.2679 9.5995 -4.2551  C76 1.512, H82 1.088, H83 1.091, H84 1.090
76 C -3.8917 9.3373 -3.6855  C75 1.512, O77 1.452, H85 1.090, H86 1.088
77 O -3.5743 7.9212 -3.6337  C76 1.452, S78 1.586
78 S -3.1411 7.2271 -4.9928  O77 1.586, C79 1.756, O80 1.431, O81 1.430
79 C -2.4265 5.7823 -4.2966  S78 1.756, H87 1.086, H88 1.088, H89 1.086
80 O -2.1337 8.0285 -5.6186  S78 1.431
81 O -4.3031 6.8623 -5.7418  S78 1.430
82 H -5.3200 9.3388 -5.3106  C75 1.088
83 H -5.5030 10.6588 -4.1463  C75 1.091
84 H -6.0195 9.0178 -3.7221  C75 1.090
85 H -3.1110 9.8452 -4.2519  C76 1.090
86 H -3.8235 9.6544 -2.6473  C76 1.088
87 H -1.5586 6.0627 -3.7070  C79 1.086
88 H -2.1370 5.1488 -5.1328  C79 1.088
89 H -3.1770 5.2858 -3.6877  C79 1.086

Its SMILES is CCCN[PH3]CC(C)C.CCOS(C)(=O)=O.CCOS(C)(=O)=O.CCOS(C)(=O)=O.CCOS(C)(=O)=O. For the calculated total energy, the calculation gives -3646.74845 Ha. As for the spin multiplicity: 1. The calculation puts the maximum force at 0.41 eV/A. The relative energy (zero: lowest compared OMol25 entry of this formula, charge and spin) is 0.069 eV.